# 1
Here is C5H3F in the gas phase in a non-equilibrium geometry from OMol25. Energies are from the ωB97M-V functional and the def2-TZVPD basis.

```
9
Properties=species:S:1:pos:R:3:forces:R:3
H 2.453254 1.196126 -0.467686 -0.7304 -0.8413 -0.1215
C 2.009791 0.179974 -0.307585 -1.1399 -0.1260 0.5644
C -3.266593 -0.144727 -0.235231 -1.8733 0.3950 0.0620
F 2.308442 -0.150981 1.034768 0.4510 -0.0841 -0.8767
C -2.085653 -0.040362 -0.180938 1.5048 -0.1327 0.0640
H 2.444600 -0.561444 -1.024559 -0.1935 0.5541 0.8191
H -4.330786 -0.035514 -0.247647 0.2292 -0.2970 -0.0282
C 0.497213 0.104052 -0.353691 -0.4809 0.3631 0.2333
C -0.711934 0.027673 -0.184723 2.2331 0.1689 -0.7164
```
Forces are in eV/Å.

Output
Spin multiplicity: 1
Lowest unoccupied orbital energy in eV: 0.7723
Charge: 0
Gap between HOMO and LUMO in eV: 10.488
SMILES: C#CC#CCF
HOMO in eV: -9.7

***

# 2
Here is a gas-phase ion, C3H5N2OS (charge +1) in a non-equilibrium geometry from OMol25. Energies are from the ωB97M-V functional and the def2-TZVPD basis.

```
12
Properties=species:S:1:pos:R:3:forces:R:3
S -3.512386 0.402106 0.013058 0.1884 -0.3934 -0.1048
H 0.385742 -1.532155 -0.914054 0.4780 -0.9537 -0.3826
C 0.094147 -1.122195 0.030793 1.5532 -0.0252 0.1108
C 0.522464 0.338016 -0.060059 -1.4816 1.1958 1.6040
H -0.620061 2.139848 0.290324 0.8643 -1.7019 -0.9079
C -2.100153 -0.197363 -0.012233 1.7593 1.2535 0.3944
H 2.274054 1.505575 0.013897 -0.7683 -2.5980 -0.3118
H 2.296888 -0.309782 -0.237815 2.0295 -1.0061 -0.2599
N 1.837713 0.521510 -0.035739 -0.7599 3.4906 0.2703
H 0.628833 -1.674268 0.923246 -1.6737 1.0593 -1.5940
N -0.493220 1.126780 0.005459 -1.0900 -0.0375 0.6018
O -1.314022 -1.198073 -0.016873 -1.0993 -0.2833 0.5798
```
Forces are in eV/Å.

Output
Spin multiplicity: 1
Lowest unoccupied orbital energy in eV: -4.0587
Charge: +1
Gap between HOMO and LUMO in eV: 10.406
HOMO in eV: -14.5